(1)
63
Properties=species:S:1:pos:R:3:mulliken_spin:R:1 method="wB97M-V/def2-TZVPD" e_lumo_ha="-0.23968 / -0.34650" total_charge=+2 spin_multiplicity=5 s2=6.06
Pd 0.14 -0.48 0.15 0.86
C 6.99 -1.29 -0.70 0.05
C 6.46 -1.64 0.53 -0.01
C 5.16 -1.28 0.86 0.04
C 4.40 -0.55 -0.06 0.10
C 4.93 -0.20 -1.31 0.08
C 6.23 -0.56 -1.62 -0.01
P 2.72 -0.03 0.25 0.27
C 2.15 -0.72 1.80 0.13
C 2.26 -2.12 1.97 0.11
C 1.90 -2.70 3.16 -0.03
C 1.38 -1.91 4.18 0.10
C 1.24 -0.52 4.01 0.01
C 1.61 0.07 2.83 0.04
C 2.70 1.78 0.37 0.22
C 3.86 2.52 0.56 -0.03
C 3.80 3.91 0.66 0.05
C 2.57 4.55 0.59 0.11
C 1.40 3.82 0.38 0.00
C 0.14 4.46 0.28 0.25
C -1.03 3.73 0.04 0.05
C -0.97 2.37 -0.13 0.03
C 0.25 1.64 0.04 0.30
C 1.45 2.41 0.26 0.30
H 8.00 -1.58 -0.96 0.00
H 7.06 -2.20 1.24 0.00
H 4.76 -1.55 1.83 0.01
H 4.33 0.34 -2.03 0.00
H 6.65 -0.29 -2.58 0.00
H 2.62 -2.74 1.15 -0.01
H 1.99 -3.77 3.30 0.00
H 1.10 -2.36 5.12 0.00
H 0.85 0.09 4.82 0.00
H 1.53 1.15 2.72 -0.01
H 4.82 2.02 0.62 -0.01
H 4.70 4.48 0.81 0.00
H 2.51 5.63 0.68 0.00
H 0.10 5.54 0.36 0.00
H -1.98 4.25 -0.05 0.01
H -1.88 1.82 -0.36 -0.01
O -2.11 -0.26 0.42 0.15
C -2.83 -0.72 1.34 -0.03
C -4.33 -0.61 1.24 0.01
C -4.98 0.28 2.33 0.00
C -4.08 0.63 3.53 0.00
C -3.69 -0.57 4.39 0.00
C -3.16 -1.74 3.55 0.00
N -2.33 -1.31 2.43 0.00
H -4.72 -1.63 1.29 0.00
H -4.55 -0.24 0.25 0.00
H -5.89 -0.21 2.70 0.00
H -5.31 1.21 1.87 0.00
H -4.60 1.36 4.15 0.00
H -3.18 1.13 3.16 0.00
H -4.56 -0.93 4.95 0.00
H -2.94 -0.26 5.12 0.00
H -3.99 -2.34 3.17 0.00
H -2.56 -2.42 4.16 0.00
H -1.33 -1.41 2.48 0.00
Cl 1.71 -1.73 -2.73 0.08
Si -0.08 -0.86 -2.21 0.51
Cl -1.59 -1.90 -3.04 0.08
Cl -0.31 -2.73 0.28 0.17

---

(2)
63
Properties=species:S:1:pos:R:3:mulliken_spin:R:1 method="wB97M-V/def2-TZVPD" e_lumo_ha="-0.23229 / -0.23962" total_charge=+2 spin_multiplicity=3 s2=2.02
V 0.30 -1.46 -0.13 1.95
I -3.00 0.16 2.31 0.00
C -3.76 -1.63 3.14 0.00
I -3.01 -3.37 2.21 0.00
H -4.84 -1.62 3.01 0.00
H -3.48 -1.65 4.19 0.00
C -1.21 5.38 1.35 0.00
C -0.15 4.53 0.64 0.00
C 0.67 5.41 -0.31 0.00
C 0.79 3.94 1.69 0.00
C -0.84 3.44 -0.18 0.01
C -1.83 3.81 -1.13 0.00
C -2.53 2.88 -1.87 0.00
C -2.22 1.54 -1.68 0.00
S -2.95 0.13 -2.40 0.01
C -1.94 -0.89 -1.49 0.04
N -1.09 -0.24 -0.71 -0.04
C -1.24 1.16 -0.78 0.00
C -0.55 2.10 -0.03 0.01
C -1.90 -2.36 -1.54 -0.07
C -2.83 -3.13 -2.24 -0.01
C -2.72 -4.51 -2.21 0.03
C -1.69 -5.11 -1.49 -0.02
C -0.76 -4.34 -0.80 -0.01
C -0.86 -2.95 -0.80 -0.02
H -0.72 6.11 1.99 0.00
H -1.86 4.76 1.97 0.00
H -1.83 5.93 0.64 0.00
H 1.15 6.22 0.25 0.00
H 0.05 5.87 -1.08 0.00
H 1.46 4.84 -0.81 0.00
H 1.23 4.75 2.28 0.00
H 1.62 3.38 1.24 0.00
H 0.26 3.28 2.39 0.00
H -2.06 4.86 -1.27 0.00
H -3.29 3.20 -2.57 0.00
H 0.18 1.77 0.70 0.00
H -3.63 -2.66 -2.79 0.00
H -3.44 -5.12 -2.74 0.00
H -1.61 -6.19 -1.48 0.00
H 0.03 -4.84 -0.25 0.00
N 3.38 -1.70 0.23 0.00
C 2.69 -1.74 1.43 0.05
C 3.42 -1.84 2.62 0.00
C 2.75 -1.88 3.81 0.01
C 1.35 -1.83 3.85 -0.01
C 0.68 -1.73 2.67 0.04
N 1.35 -1.68 1.47 0.02
C 3.00 -1.64 -1.11 0.04
C 4.00 -1.70 -2.07 -0.01
C 3.66 -1.64 -3.40 0.02
C 2.32 -1.52 -3.77 -0.01
C 1.38 -1.48 -2.80 0.07
N 1.70 -1.53 -1.46 -0.07
H 4.38 -1.76 0.35 0.00
H 4.50 -1.88 2.58 0.00
H 3.32 -1.96 4.73 0.00
H 0.80 -1.87 4.78 0.00
H -0.40 -1.69 2.62 -0.01
H 5.04 -1.79 -1.76 0.00
H 4.44 -1.68 -4.15 0.00
H 2.02 -1.48 -4.81 0.00
H 0.33 -1.40 -3.03 0.00